(1)
The following is a quantum chemistry calculation of C15H34CuNO2P2Si as an isolated structure, from the OMol25 dataset.

Geometry as XYZ:
```
56
Properties=species:S:1:pos:R:3:forces:R:3
C 0.44066 2.03371 1.71399 -0.657 0.163 0.072
C 0.45533 1.85961 -4.44996 0.026 0.061 -0.387
C -1.65531 0.09249 3.04286 -0.265 -0.156 -0.007
C 1.29477 -0.26026 3.55762 0.168 -0.162 0.053
H -2.48557 0.77179 2.81617 0.040 -0.027 0.055
H 2.97784 -1.75037 1.27806 0.140 0.122 -0.009
H 3.33667 1.15691 -1.80686 -0.502 -0.247 0.388
C -1.00664 1.23604 -2.69546 -1.629 0.966 -1.047
H -3.89181 -1.20111 -0.63336 0.175 -0.109 0.152
H -3.18420 1.08444 -2.80008 0.213 -0.022 0.066
H 2.93825 -2.05396 -2.97839 0.555 0.008 0.141
C 3.44905 -0.99380 0.64556 0.172 -0.033 0.072
O -1.69910 -1.79243 -2.89174 0.298 -0.574 -2.633
H 2.29799 0.16522 3.43844 -0.123 -0.013 0.069
H -0.34701 -3.08440 -0.82142 0.514 1.963 -0.390
C 1.51584 1.54740 -3.60941 -0.268 -0.302 1.417
H 2.26026 1.39235 -0.39683 0.181 -0.582 -0.283
H 1.37123 -1.88177 -1.04379 -1.582 0.635 0.458
H -4.15244 1.74180 0.92978 0.031 0.012 -0.174
H 3.40399 -0.02371 1.15352 -0.058 -0.259 -0.122
Cu -0.58350 1.53135 0.13238 1.674 -0.465 -0.294
H 0.65726 2.15188 -5.47444 -0.048 0.105 0.079
H -1.89922 -0.42461 3.98149 0.023 0.105 -0.178
C 3.64431 -1.74055 -2.18861 -0.062 0.191 -0.335
H 0.14742 3.09598 1.77174 0.157 -0.197 0.423
H -1.06918 2.82039 4.60426 0.090 -0.040 -0.027
C -0.17858 2.18722 4.68226 -0.049 -0.145 0.248
H 1.21942 -0.63591 4.58634 0.000 0.030 -0.192
H -2.22879 -1.63858 -0.08857 -0.117 0.086 -0.025
H 1.21379 -1.12302 2.88632 -0.027 0.077 0.055
C 1.23825 1.22344 -2.26261 1.095 0.376 -1.101
H 4.49708 -1.26311 0.47598 -0.167 0.071 0.118
H 2.55151 1.59556 -3.91806 -0.108 -0.075 -0.192
H -1.70410 1.80621 -4.62797 -0.297 0.039 -0.407
C -3.05772 -0.93417 0.02899 -0.193 0.153 -0.004
H -1.60932 -0.66341 2.25153 0.106 0.070 0.148
H 0.69296 2.84687 4.73929 -0.068 -0.075 -0.042
P -2.50944 0.71195 -0.48584 -0.942 -0.194 0.370
H -3.57559 2.86654 -0.31079 -0.135 -0.221 -0.055
H -0.93616 -1.95064 -2.23879 0.263 -0.122 0.200
O -0.12666 -2.12020 -1.03903 0.717 -2.110 0.747
P 2.58157 -0.96579 -0.94609 0.422 -0.445 0.130
C -2.31849 0.65996 -2.27904 -0.435 3.459 1.053
H 1.51999 2.01404 1.47806 -0.319 -0.159 0.130
C 2.38918 0.81338 -1.33436 -0.418 1.425 -0.396
H 4.38834 -1.04610 -2.60162 -0.065 -0.348 0.127
N -0.02411 1.26649 -1.80837 0.595 -1.411 0.328
H -0.24477 1.64605 5.63484 -0.032 0.087 -0.127
H -2.25052 -0.36612 -2.46260 0.073 -2.060 -0.784
C -0.84469 1.69394 -4.00623 0.999 -0.698 0.660
C -3.87966 1.82868 -0.12789 -0.146 0.292 0.267
H -3.40500 -0.90121 1.06913 0.097 -0.026 -0.327
H 4.12539 -2.63432 -1.74761 -0.245 0.467 -0.278
H -1.33871 -1.64996 -3.81434 -0.528 -0.509 1.654
Si -0.04115 1.01217 3.22569 0.581 0.777 0.070
H -4.74954 1.57783 -0.74173 0.082 0.048 0.067
```
Forces are in eV/Å.

Output
multiplicity	2
HOMO energy (spin up / spin down)	-11.33 / -11.22	eV
total energy	-92779.5242	eV
⟨S²⟩	0.754
molecular weight	414.022	g mol⁻¹
relative energy (zero: lowest compared OMol25 entry of this formula, charge and spin)	38.8	kcal per mole
gap between HOMO and LUMO (spin up / spin down)	8.22 / 6.36	eV
total charge	+1


(2)
The following is a quantum chemistry calculation of a 3-piece molecular cluster, C15H34FN2O7P overall, from the OMol25 dataset.

Geometry as XYZ:
```
60
Properties=species:S:1:pos:R:3:forces:R:3
H 0.42427 -0.39259 -2.06629 -0.232 -0.118 -0.381
H -6.40768 -2.52962 0.93963 -0.011 -0.056 -0.071
H 3.51626 0.37179 -1.09393 -0.055 -0.020 -0.006
C 1.74972 -0.54797 1.53840 -0.323 0.087 2.062
O 0.80010 -0.46029 -1.18686 1.090 0.278 1.074
H -7.40908 0.13488 0.35981 0.017 0.036 0.067
H -3.94873 -2.17865 -0.45020 0.011 0.054 -0.062
C -5.40078 -0.12302 1.00441 -0.101 0.181 0.155
P 0.16222 0.72348 -0.31047 -2.047 -0.308 -0.291
H 1.53011 -1.57303 1.31053 0.039 -0.304 -0.469
H -7.37701 -0.96943 -1.73635 -0.020 -0.039 0.033
C -6.41944 -0.87800 -1.22433 -0.072 0.101 -0.101
C 4.77702 -2.54349 -2.04292 -0.076 -0.112 -0.002
C 4.04373 -1.21935 -2.23476 0.234 -0.216 -0.055
O -1.28764 0.72451 -0.54334 -0.566 0.192 0.048
H -1.10330 3.63480 3.62953 0.081 0.281 0.358
N 4.10018 -0.45459 -0.99139 0.001 0.277 0.009
H 6.79460 -1.27390 -4.20118 -0.024 -0.045 0.019
H -2.60378 -1.73464 0.60230 0.013 0.033 0.031
C -1.89549 2.50777 2.03908 0.154 -0.554 0.776
O 1.71630 0.85474 3.40192 0.391 -0.285 0.634
H -7.43288 -1.68076 1.83234 -0.096 0.008 -0.026
H 4.59290 -1.02240 -4.34147 0.042 -0.081 0.049
O 5.77549 0.26020 -3.22891 0.040 -0.092 -0.031
O 2.41140 -1.27161 3.82305 -0.733 1.697 -1.305
H -1.52982 2.87135 1.09978 0.029 0.194 -0.503
C 4.54578 -0.40439 -3.43503 -0.233 0.104 -0.061
H -2.17177 1.46896 1.94441 -0.045 -0.333 -0.337
H 2.08986 1.88779 1.62299 0.450 0.086 0.255
C -6.64318 -0.64080 0.26570 0.141 -0.193 -0.117
H 7.21701 -1.03950 -2.48034 0.005 -0.110 -0.057
H -0.22402 -0.05717 1.93376 -0.884 0.421 0.051
C 0.56237 2.82954 2.67482 -0.013 -0.773 1.269
H -3.34062 -0.49417 -0.41452 0.004 0.029 -0.022
C 2.00928 -0.43147 3.04055 0.670 -1.520 0.983
H 2.68596 -0.18964 1.13781 0.169 -0.113 -0.912
H 3.81999 0.39032 -3.62899 0.032 0.046 0.019
C 1.27047 1.55715 2.26541 -0.802 0.495 -1.273
H -4.95600 0.73311 0.47936 -0.008 -0.041 -0.089
H -2.79652 3.03353 2.30600 -0.358 0.295 -0.037
H 5.04367 -0.08313 -0.91326 0.035 -0.034 0.090
O -4.41656 -1.10021 1.26727 0.077 -0.010 -0.092
H -0.95047 1.93700 3.91842 0.194 -0.340 0.209
C -0.85988 2.69413 3.15366 -0.569 0.756 -0.607
H -5.71996 0.23586 1.98723 0.013 -0.041 0.022
H -5.86617 -1.79703 -1.41256 0.045 -0.013 0.052
H 2.99408 -1.45627 -2.42815 -0.029 0.061 -0.054
H 0.02487 2.55429 -1.24442 -0.194 0.401 -0.099
C 6.93323 -0.53520 -3.40687 0.046 0.164 0.074
H -5.87271 -0.04917 -1.67820 0.024 -0.011 0.008
H 4.21245 -3.18967 -1.37141 -0.002 0.032 0.041
F 0.65929 3.72802 1.64587 -0.123 0.384 -0.632
O 0.76900 2.08027 -0.86425 1.083 -0.106 0.254
C 0.57255 0.47214 1.43936 2.215 -0.981 -1.374
H 5.76302 -2.40582 -1.60071 0.023 0.057 -0.017
H 1.14175 3.22872 3.49953 0.317 0.139 0.209
N -7.17468 -1.86698 0.86780 0.038 0.113 0.133
C -3.54495 -1.38212 0.18171 -0.097 -0.191 0.120
H 4.89649 -3.06921 -2.99205 0.017 0.011 -0.005
H 7.74770 0.13092 -3.68929 -0.028 0.027 -0.015
```
Forces are in eV/Å.

Output
multiplicity	1
HOMO energy	-9.05	eV
total energy	-45426.8301	eV
molecular weight	404.416	g mol⁻¹
gap between HOMO and LUMO	9.25	eV
SMILES	CC[C@H](F)[C@H]1OC(=O)C[C@@H]1P(=O)(O)O.COC[C@@H](C)N.COC[C@@H](C)N


(3)
The following is a quantum chemistry calculation of C15H34FeNO4 as an isolated structure, from the OMol25 dataset.

Geometry as XYZ:
```
55
Properties=species:S:1:pos:R:3:forces:R:3
H 12.04359 8.49302 34.42400 -0.009 1.469 1.991
H 10.93173 10.11988 33.42787 0.164 -0.051 0.180
H 9.10170 7.78668 34.20716 0.227 0.133 -0.315
H 12.11539 10.18012 30.69544 -0.540 -0.632 -0.580
H 10.24688 10.56395 31.89157 0.366 -0.232 -0.484
H 16.14960 9.47072 30.82871 -0.207 -0.039 -0.524
O 12.64460 7.93169 33.92873 -0.033 0.602 -0.389
N 11.80749 7.51230 32.89389 -0.353 -1.868 -2.049
C 14.26129 4.50951 28.88994 1.959 0.534 0.470
C 11.43754 5.27157 34.06485 1.132 1.043 -0.567
C 11.30401 8.54123 31.90835 -1.742 2.193 -0.579
C 10.14043 5.95943 32.17149 -1.491 -0.528 0.573
H 14.04484 3.58733 28.35064 -1.148 0.396 -0.399
H 11.87164 5.53084 35.03048 0.082 -0.171 -0.059
O 14.70713 5.59420 34.13220 -1.241 1.726 -0.937
C 17.01682 10.17004 32.58565 0.140 -1.179 0.748
H 17.49891 9.73327 33.46025 -0.029 0.211 0.353
H 12.90812 8.48933 30.62116 0.238 0.460 -0.755
H 17.81465 10.66568 32.03256 -0.106 0.085 -0.247
C 10.81625 6.52497 33.39353 -0.550 -0.620 0.820
C 12.39386 9.25560 31.20123 2.568 -0.099 0.459
H 16.27956 10.89770 32.92485 -0.125 -0.137 -0.203
H 15.18279 4.21352 37.25544 -0.097 0.126 0.188
H 14.97739 3.73237 34.78771 0.157 -0.440 0.153
C 10.45356 9.71088 32.53783 -0.529 -1.209 0.783
H 9.42003 5.28391 32.63280 -0.462 -0.095 -0.235
H 12.54895 4.32292 29.93557 -0.839 0.388 0.478
H 14.17233 5.48110 28.40395 -0.195 -0.369 -0.667
C 9.83253 7.02667 34.48353 -0.531 0.500 -0.362
H 10.32217 7.40729 35.37991 0.352 0.053 -0.068
O 13.65619 5.67589 31.08476 0.382 1.006 0.272
Fe 13.98292 6.85909 32.74657 3.005 -1.768 -0.899
C 9.42161 6.96608 31.29052 0.347 -0.693 0.418
H 9.47706 9.34434 32.85439 -0.036 0.070 0.153
C 10.45762 7.92578 30.73041 -1.123 -1.314 1.481
H 10.80319 5.26121 31.66027 0.368 0.493 -0.447
H 17.28247 8.34838 31.46207 0.101 -0.440 0.327
H 10.98812 7.26422 30.04557 0.804 0.715 -0.150
H 15.32121 4.28850 29.01578 0.522 0.733 0.302
C 15.20819 4.73935 35.13531 -0.954 0.381 -0.261
C 13.57047 4.56553 30.22837 -0.560 -0.681 1.156
H 9.21995 6.19003 34.81949 0.089 -0.329 -0.032
C 16.45674 8.99459 31.75987 -1.263 0.548 -0.590
H 16.28966 4.86982 35.09642 0.241 -0.125 0.593
H 12.21603 4.95213 33.37203 0.269 -0.483 0.281
H 13.16789 9.65020 31.85946 0.050 -0.221 0.521
O 15.32569 8.30655 32.25795 -0.700 -1.094 0.903
C 14.60611 4.88036 36.61445 0.702 0.425 -2.311
H 14.69603 5.93151 36.88847 0.015 -0.119 0.350
H 10.70489 4.47247 34.17789 -0.098 0.240 -0.031
H 9.85057 8.67835 30.22719 0.841 0.470 -0.219
H 13.89755 3.66468 30.74759 0.103 -0.206 0.467
H 8.66163 7.49448 31.86613 -0.120 -0.071 0.041
H 8.93391 6.39353 30.50158 -0.208 0.251 -0.209
H 13.55230 4.60256 36.59427 0.066 -0.039 0.107
```
Forces are in eV/Å.

Output
multiplicity	7
HOMO energy (spin up / spin down)	0.32 / -5.62	eV
total energy	-60168.3078	eV
⟨S²⟩	12.015
molecular weight	348.285	g mol⁻¹
gap between HOMO and LUMO (spin up / spin down)	2.79 / 7.63	eV
total charge	-1


(4)
The following is a quantum chemistry calculation of a 8-piece molecular cluster, C15H35ClN15O10 overall, from the OMol25 dataset.

Geometry as XYZ:
```
76
Properties=species:S:1:pos:R:3:forces:R:3
H 6.36539 -0.01678 1.38306 0.177 0.066 0.141
H 1.28927 2.11078 2.52724 0.001 -0.176 -0.198
O -0.84235 -1.69960 -1.21587 -0.178 0.680 0.119
H 3.31166 1.71227 1.37407 -0.070 0.203 0.312
N -4.77324 -3.20799 -2.42014 0.070 0.185 0.027
N 7.01572 2.39836 1.09334 -0.069 0.007 -0.015
H 5.13539 0.26546 2.56517 0.181 -0.107 0.105
C -4.53866 4.83427 -3.01652 -0.036 0.051 0.045
H -1.70635 1.31249 -3.30314 0.009 0.046 -0.007
C -0.91674 -1.03462 -0.22029 0.130 -0.447 0.352
O -3.84127 4.63090 -3.99717 0.070 -0.099 0.001
C -0.80783 2.76320 -2.07563 -0.034 0.192 -0.118
O -5.77001 -3.29036 3.42602 0.019 0.106 0.032
H -5.81251 -5.07072 5.15193 -0.003 -0.025 -0.025
H -4.37581 -2.30908 -2.21982 0.015 -0.030 0.007
H 3.70298 0.15503 -1.73075 0.433 0.034 0.195
H -3.93293 -5.58514 2.21628 -0.018 -0.008 0.033
O -0.33666 2.99008 -0.96582 0.090 -0.222 0.020
H -5.26932 -0.70304 3.63226 0.048 -0.248 0.014
H -4.68496 6.84298 -3.25906 -0.021 -0.018 0.003
H 7.72386 -1.48440 -1.63860 0.109 -0.086 -0.112
C 4.48203 -1.12175 -0.09063 -0.154 0.189 0.905
H -5.69796 -5.55389 -2.62879 0.002 0.033 -0.001
H -4.33636 -4.04644 1.52316 -0.108 -0.486 0.054
C 1.29240 1.39305 1.70977 0.228 0.761 0.797
N -0.86323 3.69371 -3.05792 0.291 0.022 0.044
N -4.94817 3.83092 -2.18487 0.034 -0.151 -0.008
H -5.30415 -6.04112 -1.01820 -0.037 0.016 -0.015
C 1.48426 -0.34263 -0.40752 -0.475 0.289 0.414
N 2.46779 1.21960 1.08580 -0.456 -0.393 -0.452
H -4.53757 0.75566 5.31508 -0.014 -0.048 -0.043
O -2.01306 -0.97848 0.57394 0.873 -0.657 -0.515
N -4.39232 -0.55906 3.16618 0.253 0.191 -0.244
H 7.54537 1.77169 0.50725 -0.011 0.069 -0.144
N 9.60390 0.59427 -3.17941 -0.040 0.221 0.077
O 4.28636 -1.40412 1.05122 0.009 -0.268 -0.668
C 3.91083 0.19711 -0.65624 -0.845 -0.162 0.237
C 6.04380 1.98054 1.94335 0.720 -0.045 -0.108
H 9.80236 1.57798 -3.19870 0.012 -0.021 -0.015
N -3.67709 0.86404 4.81267 0.285 0.194 0.024
H -5.52031 3.97701 -1.37529 0.006 0.030 -0.011
N -5.30185 -5.33807 -1.73393 0.049 -0.129 0.134
C -4.75341 -4.13227 -1.42038 -0.100 -0.026 -0.148
H -2.96596 1.46362 5.18817 -0.034 -0.009 0.020
N 8.41149 -1.17156 -2.29900 -0.042 0.034 0.123
H 7.20322 3.38329 1.05189 0.007 -0.003 0.014
H 1.60731 -1.00465 -1.26357 -0.201 0.125 0.263
C 8.66434 0.16696 -2.29598 0.020 -0.202 -0.173
H 8.85909 -1.83290 -2.90488 0.045 0.033 0.009
Cl 5.42959 -2.24488 -1.08982 -0.487 0.632 -0.071
H -5.53961 6.27201 -1.86971 -0.003 -0.031 -0.004
H -1.24959 3.52231 -3.96795 -0.214 0.088 0.078
N -4.41742 -4.71102 2.28580 -0.012 0.526 0.116
H -0.76983 0.86425 1.86290 0.288 -0.062 -0.165
N -4.96690 6.08174 -2.66956 0.051 0.133 -0.061
O 5.39307 2.73885 2.64758 -0.566 -0.086 -0.135
N -1.31668 1.53689 -2.40687 0.018 -0.081 0.077
H -1.28653 0.83373 -1.69677 -0.118 -0.022 -0.130
H 4.54207 1.05868 -0.39694 0.329 -0.500 -0.314
C -5.18299 -4.36216 3.35356 0.177 -0.231 -0.058
H -5.15830 -3.37902 -3.32938 -0.015 -0.038 0.022
H -1.70250 -1.20614 1.46922 -0.596 0.738 0.319
C -3.40883 0.23866 3.63557 -0.473 -0.108 0.104
N -5.25445 -5.29680 4.34971 -0.139 0.069 0.209
N 5.84176 0.62423 1.94931 -0.298 0.240 0.020
H -4.78539 -6.18121 4.31717 0.008 0.012 -0.039
H 10.10043 -0.01441 -3.80182 -0.012 -0.032 0.028
O -2.33761 0.39273 3.04135 0.193 -0.110 0.118
O 8.06127 0.92726 -1.54558 -0.042 0.093 0.233
H -4.65132 2.90014 -2.40943 -0.002 0.018 0.017
H -0.49977 4.60498 -2.84822 -0.080 0.015 -0.008
C 0.17317 0.70456 1.33026 -0.481 -0.387 -0.322
O -4.27661 -3.89468 -0.31922 0.114 0.150 -0.329
C 2.55826 0.38755 0.04619 1.344 -0.537 -1.210
H -4.22399 -1.03775 2.29972 -0.162 -0.113 0.052
C 0.27175 -0.19424 0.25993 -0.065 -0.087 -0.050
```
Forces are in eV/Å.

Output
multiplicity	1
HOMO energy	-11.21	eV
total energy	-71474.3065	eV
molecular weight	620.993	g mol⁻¹
gap between HOMO and LUMO	7.26	eV
total charge	+1